C21H18GaNO3P | ωB97M-V/def2-TZVPD

The geometry in XYZ format:
```
45
Properties=species:S:1:pos:R:3:forces:R:3
Ga 0.2409 -0.3699 0.2678 -0.14 1.01 -0.22
O -1.0404 -2.3911 1.9453 -0.28 -0.24 0.37
C -0.9157 -1.2161 1.8321 0.79 0.18 -1.47
C -1.3697 -0.1599 2.7523 -0.27 0.17 0.48
C -1.9415 -0.5860 3.9581 0.02 -0.01 -0.08
C -2.3837 0.3325 4.8887 0.00 -0.01 0.02
C -2.2677 1.6933 4.6286 0.03 0.01 -0.05
C -1.7040 2.1249 3.4397 0.00 0.04 0.03
C -1.2441 1.2135 2.4941 -0.02 0.03 -0.04
P -0.5299 1.9060 0.9508 -0.04 -0.58 0.60
C 0.8499 2.9183 1.5555 -0.04 -0.02 -0.26
C 1.6731 2.2910 2.4964 -0.09 0.02 0.03
C 2.8556 2.8872 2.8934 0.06 0.05 0.00
C 3.2320 4.1121 2.3578 0.00 -0.02 0.00
C 2.4238 4.7354 1.4210 0.01 0.03 -0.02
C 1.2446 4.1352 1.0042 -0.04 -0.02 -0.05
C -1.9661 2.7371 0.2109 0.30 -0.06 -0.26
C -2.0038 4.0582 -0.2234 0.04 0.00 0.13
C -3.1247 4.5356 -0.8883 -0.03 0.02 -0.01
C -4.2011 3.6987 -1.1324 -0.01 0.01 -0.01
C -4.1715 2.3806 -0.6936 -0.04 0.02 -0.01
C -3.0572 1.8974 -0.0323 0.03 0.01 0.02
H -2.0280 -1.6489 4.1418 0.02 0.00 -0.02
H -2.8192 -0.0080 5.8183 -0.01 0.00 -0.01
H -2.6165 2.4163 5.3539 0.00 0.01 -0.01
H -1.6133 3.1851 3.2337 -0.02 0.01 0.06
H 1.3925 1.3339 2.9200 0.02 0.00 0.01
H 3.4923 2.3938 3.6148 -0.02 -0.02 0.00
H 4.1634 4.5711 2.6601 -0.02 0.01 0.02
H 2.7121 5.6897 1.0008 0.01 -0.02 -0.01
H 0.6532 4.6203 0.2426 0.07 0.01 0.00
H -1.1829 4.7294 -0.0250 -0.07 0.01 -0.04
H -3.1517 5.5665 -1.2147 0.00 -0.01 0.00
H -5.0660 4.0698 -1.6657 -0.01 0.01 0.03
H -5.0217 1.7349 -0.8677 0.02 -0.03 0.00
H -3.0405 0.8694 0.3139 -0.04 -0.01 -0.01
N 0.8154 0.1966 -1.7926 -0.26 -0.53 0.40
C 2.0959 0.9043 -1.5740 0.27 0.05 0.28
C 2.8292 0.3488 -0.3410 -0.09 0.11 -0.19
O 3.9794 0.6031 -0.1343 -0.12 0.01 -0.05
O 2.0590 -0.3892 0.4397 0.24 -0.24 0.49
H 0.9954 -0.6641 -2.3015 -0.02 -0.02 -0.11
H 0.1878 0.7474 -2.3673 -0.14 0.03 0.06
H 1.8974 1.9570 -1.3678 -0.06 0.01 -0.06
H 2.7660 0.8406 -2.4284 -0.07 -0.01 -0.06
```
Forces are in eV/Å.

## Properties
Frontier orbital gap (eV): 7.88
DFT total energy (a.u.): -3357.475026
Total charge: +1

Atom charges from the Löwdin analysis, given in e for atoms 1 to 6: number 1, Ga, carries 0.737; number 2, O, carries 0.090; number 3, C, carries -0.347; number 4, C, carries -0.219; number 5, C, carries 0.009; number 6, C, carries -0.032


C20H23F2N6O3PS2 | ωB97M-V/def2-TZVPD

The geometry in XYZ format:
```
57
Properties=species:S:1:pos:R:3:forces:R:3
O 3.6125 0.3229 2.2221 -0.41 -0.45 0.04
C 2.3327 0.2994 1.7337 0.73 0.45 0.23
N 1.4938 1.1787 2.1774 -0.28 -0.79 -0.78
C 0.2603 1.0795 1.5905 -0.67 0.65 0.51
C -0.7486 1.9823 1.9770 -0.08 0.25 0.15
C -2.0107 1.9578 1.4437 0.42 -0.23 0.10
C -3.0303 2.9610 1.9305 -0.66 -0.50 -0.67
C -3.0753 4.2472 1.0743 0.77 -0.23 1.12
C -1.8629 5.1468 1.3864 -0.74 -0.14 -0.74
F -1.1052 5.2842 0.2230 0.22 0.13 0.16
C -2.3286 0.9676 0.4571 -0.24 0.37 0.32
C -3.7124 0.9367 -0.1543 0.49 -0.10 -0.22
C -4.6430 -0.0725 0.5188 0.14 0.67 -0.55
F -4.5005 0.0299 1.8989 -0.10 -0.19 0.06
C -1.3661 0.0644 0.0897 -0.97 0.08 0.22
N -1.7138 -0.9518 -0.8803 0.63 1.42 -0.30
C -1.0872 -0.9319 -1.9217 0.45 -1.62 0.43
S -0.1477 -1.2489 -3.1309 -0.29 0.42 -0.37
C -0.0648 0.1033 0.6443 0.21 -0.44 -0.63
N 0.8503 -0.8096 0.2196 0.10 0.20 0.32
C 2.0331 -0.6906 0.7441 -0.06 -0.87 0.65
P 3.3301 -1.8299 0.1682 1.75 1.46 -1.99
O 4.1441 -2.4713 1.3942 -0.96 -0.41 0.06
O 2.6026 -2.9835 -0.6705 -0.26 -0.19 0.96
S 4.4761 -0.8010 -1.0614 -1.02 -1.41 1.74
H 3.5359 0.0677 3.1504 0.32 0.28 0.12
H -0.5057 2.7218 2.7300 0.12 -0.10 0.04
H -4.0089 2.4860 1.8477 0.00 0.03 0.27
H -2.8767 3.1570 2.9921 0.10 0.20 -0.06
H -3.9904 4.7922 1.3052 -0.08 -0.07 -0.25
H -3.0353 3.9605 0.0245 -0.13 0.25 -0.08
H -1.2293 4.7176 2.1591 0.10 0.09 -0.02
H -2.2122 6.1381 1.6775 0.26 0.06 0.05
H -4.1236 1.9442 -0.1461 -0.15 -0.07 0.07
H -3.5999 0.6600 -1.2054 -0.21 -0.06 0.02
H -5.6719 0.1854 0.2617 -0.06 -0.21 0.11
H -4.4194 -1.0762 0.1672 0.01 -0.13 0.38
H 5.0703 -2.3205 1.1491 0.07 0.00 0.13
H 2.6675 -2.6767 -1.5880 -0.04 -0.16 -0.07
C -3.7968 -2.8881 -3.8397 0.00 -0.02 -0.02
C -4.4748 -2.7818 -2.5539 0.05 -0.01 -0.10
N -5.0156 -2.6985 -1.5466 -0.07 0.01 0.07
H -2.7178 -2.8737 -3.6982 0.00 0.01 0.02
H -4.0793 -3.8187 -4.3282 0.00 0.00 0.00
H -4.0814 -2.0520 -4.4759 0.01 0.00 -0.01
C 5.6667 3.0425 -3.9352 -0.02 -0.02 0.03
C 5.2547 1.8138 -3.2650 0.00 0.12 0.02
N 4.9304 0.8525 -2.7274 0.58 1.23 -1.50
H 6.7380 3.0171 -4.1241 0.00 0.01 0.00
H 5.1399 3.1405 -4.8824 0.00 0.01 0.00
H 5.4354 3.9015 -3.3083 0.00 0.00 0.00
C 3.4522 -5.8793 2.0066 0.01 -0.02 0.06
C 3.9210 -6.8218 3.0177 -0.05 0.07 -0.09
N 4.2894 -7.5615 3.8126 0.04 -0.06 0.07
H 3.9662 -6.0601 1.0647 -0.01 0.02 -0.01
H 2.3814 -6.0012 1.8555 0.00 0.00 -0.01
H 3.6518 -4.8591 2.3282 0.00 0.01 -0.03
```
Forces are in eV/Å.

## Properties
Frontier orbital gap (eV): 7.68
DFT total energy (a.u.): -2667.649098
Total charge: 0

Atom charges from the Löwdin analysis, given in e for atoms 1 to 6: number 1, O, carries 0.041; number 2, C, carries -0.356; number 3, N, carries 0.225; number 4, C, carries -0.178; number 5, C, carries 0.036; number 6, C, carries -0.146


C35H60N8O25S5 | ωB97M-V/def2-TZVPD

The geometry in XYZ format:
```
133
Properties=species:S:1:pos:R:3:forces:R:3
O 0.4272 -4.5546 0.1811 -0.50 -0.56 -0.62
C 1.0280 -4.5350 1.2382 0.52 2.22 -0.80
N 0.4784 -4.8191 2.4195 0.41 -0.39 0.08
C 2.3588 -3.7936 1.3303 0.53 -0.29 0.04
H 1.1871 -4.8931 3.1353 -0.95 -0.33 0.62
H -0.4452 -5.2272 2.3950 0.27 -0.30 0.56
H 2.4257 -3.2221 2.2561 -0.16 0.21 -0.08
H 2.4497 -3.1388 0.4636 -0.14 -0.02 0.18
H 3.2527 -4.4173 1.3349 -0.15 -0.39 -0.11
O 5.7682 -0.1766 -1.5332 0.05 -0.23 0.80
C 4.8642 -0.6691 -0.8568 2.70 -0.70 -0.22
N 3.6192 -0.4434 -1.2529 -0.71 -0.21 -0.34
C 5.1395 -1.6359 0.2931 -0.01 0.22 0.39
H 3.7044 -0.0790 -2.1910 -0.95 0.27 -0.05
H 2.8230 -0.9621 -0.9106 0.31 0.35 -0.17
H 6.1493 -1.5936 0.7014 0.06 0.51 -0.43
H 5.0479 -2.6698 -0.0398 -0.40 0.03 -0.18
H 4.4868 -1.4479 1.1456 -0.28 -0.22 -0.12
O 3.1105 4.9850 0.3388 0.79 -0.65 0.27
C 4.0347 4.2572 0.7287 -2.20 1.14 -0.27
N 4.3869 4.2591 2.0448 0.47 -0.45 -1.04
C 4.7021 3.2997 -0.1986 1.25 -1.18 -0.14
H 3.8489 4.8476 2.6648 0.40 -0.12 0.02
H 5.1970 3.7141 2.3032 -0.35 0.25 0.53
H 4.0629 2.6890 -0.8361 -0.64 0.51 0.22
H 5.2679 2.5478 0.3515 0.24 0.08 0.16
H 5.4194 3.7458 -0.8876 -0.09 0.46 0.17
O -2.2587 0.0721 2.5826 1.36 0.17 0.12
C -3.4155 -0.2504 2.5203 0.49 -2.78 -0.57
N -4.3797 0.4866 2.9555 -2.90 2.80 1.15
C -3.8339 -1.6308 2.0759 1.38 -1.01 -1.80
H -4.1241 1.3493 3.4142 -0.11 0.13 -0.20
H -5.3419 0.3835 2.6662 0.26 -0.25 0.36
H -3.4906 -2.4201 2.7447 -0.61 0.28 0.65
H -3.1629 -1.8848 1.2554 0.27 0.21 -0.39
H -4.8023 -1.8425 1.6225 -0.43 0.34 0.79
O 0.9443 -0.2409 6.5004 1.67 -0.90 -1.11
C 0.3398 -0.4882 5.4497 2.29 -1.01 1.74
N -0.8089 0.0776 5.3867 -4.78 2.21 -1.93
C 0.6913 -1.5285 4.3742 0.58 -0.27 0.93
H -1.4032 0.0593 4.5702 0.28 -0.17 -0.28
H -0.9980 0.8644 5.9911 0.24 -0.36 0.30
H 0.0914 -1.6129 3.4680 -0.19 0.60 0.22
H 0.5884 -2.4688 4.9159 0.02 -0.22 -0.01
H 1.7480 -1.4657 4.1143 -0.02 0.24 0.01
N -0.1376 5.8491 3.9767 1.17 -0.96 1.34
C 0.0645 6.0343 5.3169 -0.40 -0.55 -0.49
C 0.3818 5.0299 6.2956 -1.33 1.19 -3.28
C 0.4691 3.7716 5.7238 0.61 -0.67 0.42
C 0.3109 3.5089 4.3435 0.41 1.27 -0.12
C 0.0789 4.5920 3.4909 -0.33 0.96 1.76
H -0.0500 7.0678 5.6087 -0.09 0.12 0.20
H 0.3634 5.2700 7.3485 0.48 -0.19 -0.04
H 0.8110 3.0158 6.4153 -0.31 -0.73 -0.20
H 0.4656 2.5563 3.8588 0.04 -0.34 0.46
H 0.1020 4.5210 2.4135 -0.22 -0.25 -0.13
N 5.2534 1.1095 5.1118 -1.15 0.91 2.09
C 3.9816 1.4361 4.8129 1.08 -1.64 -2.50
C 3.5607 1.2865 3.4587 0.77 0.09 0.60
C 4.4979 0.8987 2.4864 1.10 -0.20 1.16
C 5.8367 0.5976 2.8821 -1.36 0.86 -0.02
C 6.1470 0.7311 4.2350 -0.40 0.24 -1.47
H 3.2813 1.6806 5.5979 0.17 0.15 0.18
H 2.5471 1.5019 3.1545 -0.10 0.09 0.03
H 4.2257 0.8694 1.4416 -0.16 -0.05 -0.06
H 6.6371 0.4120 2.1812 -0.16 -0.25 -0.24
H 7.1716 0.6164 4.5567 0.07 -0.24 0.29
N -5.0336 -0.5798 -3.1939 0.05 -0.63 1.15
C -5.8890 -0.0557 -4.0256 0.37 0.29 -0.06
C -7.2292 0.3069 -3.6326 -0.92 -1.32 -0.11
C -7.6859 -0.0940 -2.3910 0.92 0.00 1.44
C -6.7508 -0.6026 -1.4941 0.25 -0.13 -0.35
C -5.4235 -0.8954 -1.9538 -0.38 0.49 -0.87
H -5.4585 0.1370 -4.9971 -0.41 0.52 -0.26
H -7.9567 0.7344 -4.3066 0.38 0.40 -0.34
H -8.6863 0.0031 -1.9959 -0.26 0.29 -0.55
H -6.9804 -0.9807 -0.5088 -0.39 0.12 0.05
H -4.8052 -1.5248 -1.3311 0.36 -0.18 -0.12
C 2.2696 -2.4858 -6.0089 -2.10 1.95 0.08
C 2.6270 -2.5983 -4.5062 0.79 -2.88 -0.35
O 1.4079 -2.8462 -3.7146 -0.68 0.30 -0.88
S 0.1597 -3.2687 -4.6572 1.69 0.44 -2.40
O -1.0323 -2.5277 -4.2375 2.08 -1.36 -0.66
O 0.1332 -4.7097 -4.9255 -0.43 2.68 1.21
O 0.8242 -2.5528 -6.0293 -2.26 -1.08 1.89
H 2.5760 -3.1908 -6.7817 0.77 -0.32 0.82
H 2.3600 -1.4680 -6.3883 0.86 -0.05 0.06
H 3.3109 -1.8988 -4.0255 -0.84 0.55 -0.20
H 3.1393 -3.5589 -4.4521 0.29 -0.03 0.31
C -2.0198 0.6752 -5.4595 3.41 2.64 -0.17
C -2.0094 0.7445 -3.9482 -1.37 -0.95 0.22
O -0.6847 1.0996 -3.4724 -0.43 -0.02 0.01
S 0.4235 1.0948 -4.6199 0.07 0.71 -2.79
O 1.5199 0.1521 -4.3207 -2.42 2.28 -0.37
O 0.6780 2.4759 -5.1036 -0.46 -3.93 1.67
O -0.5855 0.3239 -5.6993 0.49 -0.39 0.27
H -1.9821 1.6972 -5.8369 -0.82 0.23 -0.09
H -2.7423 0.1340 -6.0704 0.48 -0.72 0.58
H -2.3226 -0.2367 -3.5915 0.71 -0.17 0.42
H -2.7705 1.4306 -3.5766 0.50 0.52 0.09
C -2.3108 -4.5819 -2.3341 0.30 -1.05 -1.16
C -2.6382 -6.0363 -2.7004 0.23 -1.06 0.44
O -3.9344 -6.3223 -2.2349 -2.54 1.04 2.74
S -4.2638 -5.3798 -0.8387 1.58 -3.47 0.31
O -3.6486 -6.0770 0.3346 -1.31 2.51 -3.38
O -5.6545 -4.9938 -0.7168 2.03 -0.02 -0.74
O -3.3959 -4.1899 -1.4934 -0.59 1.26 1.44
H -2.2631 -4.0062 -3.2584 -0.62 0.45 0.53
H -1.3306 -4.5198 -1.8614 -0.27 0.09 0.53
H -1.9753 -6.7088 -2.1559 0.34 -0.08 -0.44
H -2.7571 -6.3014 -3.7510 0.82 0.40 -0.05
C -1.8325 4.8120 -0.1403 0.71 1.71 -0.37
C -0.6081 4.2298 -0.8125 0.98 -0.92 0.13
O -0.7466 4.4086 -2.2395 -1.03 1.09 -0.58
S -2.1141 5.2307 -2.6333 0.59 -0.38 -0.76
O -2.7148 4.5691 -3.7974 0.74 0.38 2.78
O -1.9954 6.6573 -2.7411 0.46 -1.22 0.34
O -2.7642 4.9186 -1.1942 -2.39 -0.82 -1.55
H -1.6733 5.8580 0.1220 0.38 -0.10 0.65
H -2.2366 4.2662 0.7123 -0.04 -0.16 -0.38
H -0.5334 3.1574 -0.6327 -0.15 -0.04 -0.27
H 0.3486 4.6445 -0.4948 -0.13 0.33 0.00
C -0.9904 -0.7118 -0.8509 -0.24 -1.63 -0.97
C 0.3500 -1.1624 -1.3915 -0.21 -0.83 0.07
O 1.1543 -0.7977 -0.2668 -0.01 1.65 1.90
S 0.6489 0.6396 0.4504 1.15 -0.46 -0.08
O 1.6343 1.6576 0.1066 -2.40 -1.46 0.03
O 0.3148 0.4889 1.8528 0.52 -0.21 -2.37
O -0.7321 0.6161 -0.4805 0.80 1.43 1.79
H -1.1966 -1.4525 -0.0784 0.00 0.63 1.00
H -1.9048 -0.7676 -1.4415 0.45 0.48 -0.66
H 0.7139 -0.7185 -2.3181 -0.16 0.19 0.19
H 0.4909 -2.2433 -1.4017 -0.42 -0.06 -0.32
```
Forces are in eV/Å.

## Properties
2S+1: 2
Frontier orbital gap (spin up / spin down) (eV): 5.06 / 1.05
DFT total energy (a.u.): -5679.085945
Total charge: +1

Atom charges from the Löwdin analysis, given in e for atoms 1 to 6: number 1, O, carries 0.021; number 2, C, carries -0.595; number 3, N, carries 0.174; number 4, C, carries -0.001; number 5, H, carries 0.114; number 6, H, carries 0.122


C15H24N3O8 | ωB97M-V/def2-TZVPD

The geometry in XYZ format:
```
50
Properties=species:S:1:pos:R:3:forces:R:3
O 0.9057 5.3158 0.3185 0.02 -1.17 0.77
O -0.5283 2.4447 1.5969 0.95 0.87 -0.14
O 3.2140 -5.2506 1.5612 -0.07 0.37 -0.16
O -0.3258 -0.8562 2.2901 -0.21 -0.78 -0.36
O 2.4395 -2.1700 0.2318 -0.57 -0.30 0.66
O 1.4817 0.0889 3.1851 0.29 -0.54 0.04
O 1.8489 3.8913 1.7916 -1.91 -0.58 -0.83
O -2.2207 2.2413 -0.2796 0.59 1.05 -0.25
C 0.8558 4.2529 0.9318 1.07 2.25 -1.04
C -0.3273 3.3203 0.7576 -2.65 -3.34 0.92
C 2.2593 -5.4520 2.2956 1.04 -0.60 -0.36
C 0.8368 -0.8943 2.7629 -0.24 1.53 0.39
C 1.5890 -3.0231 0.4631 1.72 0.83 0.74
N 1.1411 -3.7449 -0.5722 -1.26 -1.14 -0.78
N -1.2908 3.3326 -0.2755 1.61 0.89 0.86
N 1.1983 -4.6568 2.4188 -0.54 0.41 -0.63
C 2.2173 -6.7115 3.1282 -0.01 -0.01 0.06
C 0.0954 -4.7653 -0.5632 0.53 0.39 0.31
C -2.1187 3.2764 -4.0202 -0.03 -0.26 0.21
C -0.7795 2.9262 -3.3709 -0.08 0.23 -0.06
C -3.1961 3.4871 -2.9558 0.08 -0.02 0.02
C -0.3273 4.0548 -2.4415 -0.09 -0.27 -0.09
C -2.7774 4.5405 -1.9178 -0.11 -0.59 -0.02
C -1.3585 4.3516 -1.3375 -0.39 -0.28 -0.55
C 1.4861 -2.2717 2.9434 0.39 -0.31 -0.89
C 1.0279 -3.2903 1.8863 -0.16 0.23 0.39
H 2.5113 4.5920 1.7675 -0.07 0.22 -0.16
H -1.9573 1.6143 0.4375 0.58 0.83 -0.05
H 1.5838 -3.5172 -1.4471 0.01 0.05 0.11
H 0.4935 -4.9490 3.0709 -0.08 0.08 0.08
H 3.0973 -7.3108 2.9003 -0.11 0.08 0.02
H 1.3161 -7.2703 2.8871 -0.11 -0.18 0.17
H 2.2221 -6.4390 4.1821 -0.09 -0.15 0.14
H 0.4592 -5.6578 -0.0529 -0.17 -0.16 -0.02
H -0.7895 -4.3870 -0.0489 -0.06 -0.11 -0.03
H -0.1747 -5.0252 -1.5868 0.05 0.09 0.06
H -2.0101 4.1863 -4.6197 0.04 0.02 -0.05
H -2.4221 2.4678 -4.6922 -0.02 0.11 -0.05
H -0.0248 2.7669 -4.1469 0.01 -0.05 0.09
H -0.8747 1.9934 -2.8039 0.01 0.07 -0.03
H -4.1273 3.8025 -3.4360 -0.01 0.01 0.07
H -3.3968 2.5333 -2.4599 0.05 0.10 0.02
H -0.1725 4.9625 -3.0332 -0.01 0.07 0.02
H 0.6355 3.7888 -1.9952 -0.12 0.19 0.07
H -2.8155 5.5216 -2.4011 0.15 0.03 0.08
H -3.5052 4.5512 -1.1000 0.13 0.08 -0.04
H -1.1203 5.3200 -0.8922 0.22 -0.39 0.31
H 1.1995 -2.6381 3.9314 -0.11 -0.09 0.00
H 2.5744 -2.1870 2.9244 -0.07 0.08 -0.01
H -0.0484 -3.1570 1.7862 -0.20 0.17 0.01
```
Forces are in eV/Å.

## Properties
Frontier orbital gap (eV): 6.65
DFT total energy (a.u.): -1352.207826
Total charge: -1

Atom charges from the Löwdin analysis, given in e for atoms 1 to 6: number 1, O, carries 0.077; number 2, O, carries 0.099; number 3, O, carries 0.049; number 4, O, carries -0.083; number 5, O, carries 0.059; number 6, O, carries -0.066


Q: Look up the total charge of the fourth one.
A: -1